[1]
DFT (the ωB97M-V functional and the def2-TZVPD basis) results for a cluster of 5 separate species, C18H48N2O10 in total.

Last column: Mulliken charge in e.
Cartesian coordinates (Å):
C -2.9073 0.0165 3.3222  -0.746
O -3.8730 -0.4791 2.4165  -0.301
C -3.8736 -1.8922 2.3832  -0.408
C -4.9762 -2.3841 1.4722  -0.993
N -4.6081 -2.3361 0.0405  -0.370
C -4.5189 -0.9627 -0.4728  -0.343
C -4.4660 -0.9186 -1.9737  -0.711
O -5.6826 -1.3186 -2.5689  -0.353
C -5.5902 -1.2624 -3.9722  -0.747
H -2.9206 1.0996 3.2129  0.239
H -1.8986 -0.3324 3.0893  0.303
H -3.1710 -0.2139 4.3600  0.324
H -4.1289 -2.2590 3.3891  0.449
H -2.8942 -2.3010 2.1131  0.271
H -5.9061 -1.8224 1.6226  0.481
H -5.2171 -3.4314 1.6637  0.445
H -5.3224 -2.8554 -0.4617  0.218
H -3.5991 -0.5685 -0.0357  0.131
H -5.2822 -0.2882 -0.0636  0.421
H -3.5805 -1.4239 -2.3815  0.328
H -4.3196 0.1410 -2.2503  0.434
H -4.8969 -2.0431 -4.2995  0.308
H -5.2860 -0.2870 -4.3707  0.296
H -6.5747 -1.4366 -4.4053  0.260
C 3.0047 -1.9150 1.4111  -0.590
O 3.3810 -1.3672 0.1498  -0.414
C 4.5998 -0.6745 0.1817  -0.512
C 4.7476 0.0069 -1.1807  -0.981
N 3.9661 1.2281 -1.2987  -0.238
C 4.6013 2.3812 -0.6604  -0.633
C 3.8619 3.6323 -1.1296  -0.435
O 3.8252 3.6142 -2.5498  -0.383
C 3.2443 4.7741 -3.0836  -0.751
H 2.0432 -2.4130 1.3277  0.039
H 2.9223 -1.1220 2.1618  0.236
H 3.7761 -2.6301 1.7107  0.377
H 5.4624 -1.3154 0.3796  0.524
H 4.5507 0.1318 0.9301  0.231
H 4.3980 -0.7505 -1.8867  0.453
H 5.8062 0.2072 -1.3932  0.449
H 3.7350 1.5216 -2.2388  0.242
H 5.6604 2.4813 -0.9342  0.502
H 4.5616 2.3621 0.4316  0.270
H 4.4248 4.5261 -0.8277  0.498
H 2.8469 3.7554 -0.7380  0.094
H 3.8418 5.6846 -2.9432  0.282
H 2.2477 4.9490 -2.6587  0.298
H 3.1650 4.6305 -4.1618  0.264
O 1.7211 1.1504 0.4807  0.308
C 0.5173 0.9797 -0.2484  -0.685
C -0.0093 -0.4534 -0.3267  -0.141
O 0.9143 -1.2632 -1.0205  -0.572
H 2.5296 1.0467 -0.0843  -0.179
H -0.1883 1.7115 0.1653  0.482
H 0.6287 1.3229 -1.2886  0.254
H -0.9432 -0.3609 -0.8833  0.222
H -0.2179 -0.8699 0.6668  0.149
H 1.7982 -1.1136 -0.6221  0.459
O -2.5843 -4.3205 0.0095  -0.567
C -1.5282 -4.0531 -0.9320  0.064
C -0.2076 -4.2658 -0.2060  -0.250
O 0.9369 -4.1254 -1.0229  -0.606
H -3.2038 -3.5510 -0.0185  0.479
H -1.6433 -4.7350 -1.7799  0.237
H -1.6454 -3.0155 -1.2678  -0.076
H -0.2165 -5.2756 0.1973  0.461
H -0.1574 -3.5075 0.5873  -0.050
H 1.0033 -3.2416 -1.4142  0.405
O 1.0888 1.7566 3.2120  -0.570
C 1.5410 3.0585 3.5037  -0.537
C 1.5205 3.9781 2.3025  0.003
O 0.1908 4.2065 1.8262  -0.560
H 1.1496 1.6078 2.2533  0.356
H 0.9411 3.5077 4.2981  0.367
H 2.5801 3.0193 3.8527  0.253
H 2.1145 3.5250 1.5017  -0.183
H 1.9709 4.9434 2.5618  0.392
H 0.2178 4.1987 0.8678  0.328

The calculation puts the gap between HOMO and LUMO at 0.349 hartree. As for the HOMO energy: -9.0809 eV. As for the SMILES: COCCNCCOC.COCCNCCOC.OCCO.OCCO.OCCO. As for the charge: 0. As for the spin multiplicity: 1.

---

[2]
DFT (the ωB97M-V functional and the def2-TZVPD basis) results for a cluster of 6 separate species, C18H48O18S6 in total.

Last column: Mulliken charge in e.
Cartesian coordinates (Å):
C -2.2907 -1.7137 -1.8611  -0.976
C -3.2538 -2.8770 -1.6454  -0.293
O -4.1629 -2.9442 -2.7341  -0.224
S -5.5019 -3.8257 -2.5522  1.134
C -4.7555 -5.4507 -2.3404  -0.917
O -6.1502 -3.4432 -1.3222  -0.625
O -6.1575 -3.7372 -3.8161  -0.597
H -2.8360 -0.7699 -1.9287  0.311
H -1.7806 -1.8422 -2.8160  0.142
H -1.6002 -1.6224 -1.0277  0.335
H -2.6202 -3.7639 -1.5400  0.293
H -3.7147 -2.7604 -0.6621  0.395
H -4.0720 -5.4703 -1.4997  0.315
H -4.2179 -5.6024 -3.2769  0.327
H -5.5062 -6.2332 -2.2667  0.372
C -2.9112 6.0400 -4.3977  -1.026
C -2.5479 7.0932 -3.3652  -0.305
O -2.8207 6.5873 -2.0538  -0.281
S -1.5905 6.3364 -1.0339  1.150
C -2.3648 4.9342 -0.2052  -0.637
O -0.4553 5.8959 -1.7998  -0.605
O -1.5126 7.4771 -0.1759  -0.618
H -2.5420 6.2934 -5.3899  0.350
H -4.0014 5.9504 -4.3891  0.301
H -2.5503 5.0393 -4.1631  0.255
H -1.4813 7.3178 -3.4746  0.299
H -3.0149 8.0679 -3.4939  0.325
H -2.6065 4.1855 -0.9477  0.336
H -3.2095 5.3983 0.2998  0.399
H -1.6666 4.6071 0.5619  0.033
C -1.7578 1.6728 2.1499  -1.052
C -0.3633 2.2714 1.9829  -0.317
O 0.1212 2.3181 0.6477  -0.246
S 0.5509 1.0416 -0.2125  1.137
C 2.2080 0.7361 0.3999  -0.760
O -0.3252 -0.0211 0.2025  -0.550
O 0.6149 1.4045 -1.5846  -0.592
H -2.3159 1.8268 1.2196  0.275
H -2.4437 2.1472 2.8532  0.391
H -1.7183 0.5992 2.3094  0.313
H -0.3872 3.3095 2.3153  0.364
H 0.3548 1.7722 2.6386  0.235
H 2.7807 1.6002 0.0828  0.375
H 2.5611 -0.2010 -0.0281  0.260
H 2.0973 0.4942 1.4562  0.231
C 2.6473 -2.3390 8.2182  -1.033
C 2.8316 -0.8418 7.9743  -0.256
O 2.5365 -0.5742 6.6063  -0.188
S 2.0746 0.9537 6.2717  1.067
C 0.3979 0.9690 6.9019  -0.966
O 2.8477 1.8153 7.1232  -0.634
O 2.0775 0.9972 4.8412  -0.491
H 2.8653 -2.5620 9.2612  0.392
H 3.2491 -2.8892 7.4995  0.126
H 1.5961 -2.6022 8.0802  0.308
H 2.1890 -0.2967 8.6687  0.386
H 3.8676 -0.5839 8.2005  0.248
H -0.0967 1.7938 6.3887  0.378
H 0.3740 1.1213 7.9738  0.345
H -0.0744 0.0500 6.5616  0.332
C 4.4512 -2.9256 4.4373  -1.011
C 3.6792 -3.6886 3.3989  -0.382
O 3.4276 -2.8292 2.2648  -0.196
S 3.2213 -3.4725 0.8209  1.075
C 4.9365 -3.8464 0.3739  -0.907
O 2.5273 -4.7186 0.9855  -0.647
O 2.7247 -2.4332 -0.0304  -0.552
H 4.3242 -3.2596 5.4630  0.229
H 4.0475 -1.9064 4.4462  0.261
H 5.4999 -2.8229 4.1636  0.281
H 4.2090 -4.5666 3.0103  0.474
H 2.7391 -4.1363 3.7241  0.304
H 5.3318 -3.0137 -0.2026  0.302
H 4.8898 -4.6894 -0.3111  0.336
H 5.4516 -4.0108 1.3120  0.355
C 1.1986 0.0833 -4.4341  -0.442
C 0.9652 0.5059 -5.8866  -0.535
O 0.9133 -0.6003 -6.7998  -0.349
S -0.5111 -1.3218 -7.0402  1.152
C -1.2871 -0.1635 -8.1788  -0.979
O -0.1716 -2.5366 -7.6989  -0.629
O -1.2798 -1.2717 -5.8274  -0.497
H 2.2030 -0.2814 -4.2299  0.276
H 0.4635 -0.7042 -4.2875  0.051
H 1.0541 1.0164 -3.8928  0.223
H 0.0323 1.0727 -5.9604  0.263
H 1.7467 1.2102 -6.1833  0.457
H -2.1039 -0.6681 -8.6854  0.378
H -0.4715 0.1512 -8.8253  0.351
H -1.6770 0.6774 -7.6128  0.312

The calculation puts the gap between HOMO and LUMO at 0.403 hartree. As for the HOMO energy: -10.7770 eV. As for the SMILES: CCOS(C)(=O)=O.CCOS(C)(=O)=O.CCOS(C)(=O)=O.CCOS(C)(=O)=O.CCOS(C)(=O)=O.CCOS(C)(=O)=O. As for the charge: 0. As for the spin multiplicity: 1.

---

[3]
DFT (the ωB97M-V functional and the def2-TZVPD basis) results for a cluster of 7 separate species, C18H49BrNO12P2Si in total.

Last column: Mulliken charge in e.
Cartesian coordinates (Å):
C -2.1462 -4.8636 -3.1420  -0.351
C -2.3334 -3.5736 -2.8910  -0.468
C -2.3310 -1.9483 -2.9695  -0.592
C -1.0997 -1.3533 -2.0498  1.155
P 0.4587 -1.4486 -3.1666  0.761
O 0.7817 -0.0982 -3.8652  -0.726
O 0.2796 -2.6206 -4.4246  -0.535
O 1.8750 -1.9590 -2.2877  -0.319
C -1.5317 0.1579 -1.6661  -1.786
N -1.0205 0.6541 -0.3404  0.213
P -1.8300 2.1376 0.2806  0.530
O -0.5665 3.3008 0.5760  -0.516
Br -3.1450 3.1145 -1.2789  -0.094
C -1.2358 -0.4302 0.7089  -0.708
C -0.2836 -1.6839 0.2083  0.335
C -0.1281 -2.8218 1.3504  -0.514
C 0.9879 -2.5079 2.4750  -0.529
O 2.0150 -1.5619 2.0682  -0.568
Si 3.4542 -2.3430 1.4669  0.751
C 4.1731 -1.1491 0.0978  -0.457
C 3.1631 -4.0272 0.5967  -0.843
C 4.7888 -2.6419 2.8317  -0.809
O -0.9768 -2.2720 -0.9289  -0.326
H -1.8401 -5.9341 -3.4113  0.355
H -3.3629 -1.6309 -2.5200  0.465
H -2.3211 -1.5473 -4.0466  0.478
H 0.9029 -2.4136 -5.1730  0.360
H 2.1244 -1.1395 -1.7856  0.225
H -2.6785 0.2364 -1.6930  0.486
H -1.1334 0.9085 -2.4701  0.525
H 0.0057 0.8641 -0.3819  0.545
H 0.1608 2.8840 1.1112  0.357
H -2.3249 -0.8175 0.5690  0.524
H -1.0008 -0.0894 1.7808  0.440
H 0.7211 -1.1794 -0.0999  -0.309
H -1.1892 -2.9688 1.8261  0.320
H 0.1581 -3.8121 0.8099  0.232
H 1.5012 -3.5133 2.7705  0.325
H 0.4356 -2.1652 3.4471  0.401
H 3.6239 -0.1246 0.1873  0.333
H 4.0411 -1.6532 -0.9281  -0.272
H 5.2932 -0.9227 0.3413  0.306
H 2.3192 -4.6751 1.0825  0.299
H 3.0097 -3.9111 -0.5482  0.121
H 4.1366 -4.6481 0.7352  0.394
H 5.4262 -1.6857 3.0310  0.103
H 4.3538 -3.0643 3.8174  0.260
H 5.5083 -3.4578 2.4179  0.242
C -4.5052 6.8188 -2.7328  -0.388
O -4.3361 7.6115 -1.5702  -0.482
H -5.3053 7.2458 -3.3389  0.260
H -3.5772 6.8127 -3.3104  0.243
H -4.7739 5.7987 -2.4447  0.069
H -3.6219 7.2108 -1.0523  0.301
C -2.7050 7.2187 2.0395  -0.484
O -2.1166 7.8866 0.9341  -0.519
H -2.1936 6.2665 2.1896  0.140
H -2.5991 7.8314 2.9379  0.280
H -3.7628 7.0331 1.8365  0.270
H -2.5877 8.7252 0.8240  0.312
C -4.4871 -3.2727 1.9098  -0.707
O -3.2440 -2.6505 1.6134  -0.473
H -4.8029 -2.9719 2.9095  0.233
H -5.2387 -2.9567 1.1826  0.289
H -4.3707 -4.3584 1.8786  0.308
H -2.9880 -2.9347 0.7225  0.180
C 6.1143 1.5846 3.3835  -0.485
O 6.8642 0.4002 3.6008  -0.485
H 5.0711 1.3151 3.2099  0.134
H 6.1798 2.2280 4.2643  0.303
H 6.5027 2.1101 2.5073  0.266
H 7.7818 0.6675 3.7515  0.289
C 6.5329 -2.6354 -2.3376  -0.581
O 6.2801 -3.1594 -1.0433  -0.410
H 5.5880 -2.5574 -2.8778  0.170
H 6.9829 -1.6432 -2.2510  0.281
H 7.2053 -3.3044 -2.8801  0.307
H 7.1322 -3.2177 -0.5883  0.268
C -7.3726 2.7218 0.0732  -0.511
O -6.1976 3.3874 0.5097  -0.420
H -8.0177 2.5435 0.9344  0.218
H -7.9012 3.3463 -0.6511  0.266
H -7.1055 1.7648 -0.3828  0.225
H -5.6450 3.5329 -0.2708  0.210

The calculation puts the gap between HOMO and LUMO at 0.306 hartree. As for the HOMO energy: -12.0244 eV. As for the charge: +1. As for the spin multiplicity: 1.

---

[4]
DFT (the ωB97M-V functional and the def2-TZVPD basis) results for a cluster of 3 separate species, C18H49ClIN7O3P3 in total.

Last column: Mulliken charge in e.
Cartesian coordinates (Å):
C 9.1373 3.1742 -2.5566  -0.817
C 8.7389 2.7149 -4.0562  -0.395
I 10.5453 1.7928 -4.9447  0.128
C 7.6511 1.5372 -3.9911  -1.045
P 5.8976 2.0864 -3.5767  0.905
C 4.7119 1.1259 -4.6978  -1.099
N 5.5738 1.5217 -1.9196  -0.667
C 5.6255 3.9499 -3.5573  -0.652
C 5.6378 4.6194 -5.0031  0.477
O 5.9617 3.9965 -6.0363  -0.424
Cl 5.1936 6.3948 -5.1290  -0.128
H 8.5117 4.1053 -2.3033  0.212
H 8.8345 2.3811 -1.7737  0.232
H 10.2303 3.4657 -2.4417  0.379
H 8.4061 3.6204 -4.6886  0.359
H 7.6524 1.0321 -5.0280  0.512
H 7.9614 0.7455 -3.2224  0.484
H 5.2996 0.7260 -5.6071  0.391
H 4.3489 0.2146 -4.1056  0.384
H 3.8738 1.7888 -5.0908  0.359
H 6.0154 2.2567 -1.3226  0.376
H 4.5513 1.6541 -1.7552  0.248
H 4.5726 4.1227 -3.1074  0.436
H 6.3430 4.5290 -2.8653  0.335
O 1.1891 0.4496 -2.5468  -0.801
P -0.0584 0.6374 -1.6615  0.843
N 0.5927 2.0889 -0.9825  0.251
C 0.5724 2.5290 0.4019  -0.836
C 0.6552 3.2289 -1.8977  -1.062
N 0.3682 -0.6911 -0.6398  0.239
C 0.5959 -0.6157 0.7929  -1.213
C 1.2642 -1.7089 -1.1915  -0.960
N -1.5165 0.8224 -0.6670  -0.054
C -2.4094 -0.3646 -0.7763  -1.116
C -2.3801 1.9591 -1.0601  -1.081
H -0.4294 2.7236 0.7927  0.304
H 1.1460 3.4534 0.5371  0.378
H 1.0688 1.8220 1.0650  0.178
H -0.3375 3.6377 -2.1137  0.218
H 1.1017 2.9405 -2.8544  0.260
H 1.2749 4.0413 -1.5093  0.387
H 1.5956 -0.2316 1.0242  0.263
H 0.5150 -1.6099 1.2469  0.422
H -0.1560 -0.0148 1.3060  0.383
H 2.3065 -1.3654 -1.1888  0.243
H 0.9814 -1.9701 -2.2126  0.295
H 1.2135 -2.6382 -0.6160  0.319
H -2.7251 -0.5244 -1.8129  0.344
H -3.2994 -0.2400 -0.1532  0.389
H -1.9371 -1.2819 -0.4278  0.360
H -2.5976 1.9440 -2.1319  0.393
H -1.9335 2.9231 -0.8136  0.304
H -3.3259 1.9410 -0.5129  0.353
O -4.0507 -1.9323 2.1239  -0.722
P -5.1781 -2.6558 2.8821  0.804
N -5.0577 -1.5766 4.2247  0.123
C -5.1228 -1.8849 5.6422  -0.780
C -5.5001 -0.2066 3.9615  -0.942
N -4.2060 -4.0523 3.1947  0.222
C -3.9004 -4.5916 4.5082  -1.212
C -3.0488 -4.2794 2.3268  -1.008
N -6.5272 -3.5023 3.6680  -0.155
C -6.9258 -4.7201 2.9103  -1.068
C -7.7736 -2.7082 3.7563  -1.069
H -6.0889 -2.2792 5.9686  0.299
H -4.9240 -0.9980 6.2544  0.377
H -4.3453 -2.5839 5.9468  0.176
H -6.5886 -0.1392 3.8563  0.271
H -5.0608 0.1769 3.0361  0.166
H -5.1958 0.4874 4.7481  0.395
H -3.0970 -4.0317 4.9986  0.311
H -3.5700 -5.6338 4.4276  0.405
H -4.7740 -4.6274 5.1605  0.377
H -2.2107 -3.6276 2.6024  0.316
H -3.3023 -4.1047 1.2797  0.275
H -2.7039 -5.3165 2.3861  0.314
H -7.2349 -4.4657 1.8909  0.364
H -7.7521 -5.2340 3.4100  0.404
H -6.1239 -5.4543 2.8412  0.316
H -8.0473 -2.2843 2.7856  0.371
H -7.6952 -1.8938 4.4771  0.287
H -8.6048 -3.3205 4.1153  0.388

The calculation puts the gap between HOMO and LUMO at 0.234 hartree. As for the HOMO energy: -9.4490 eV. As for the charge: +1. As for the spin multiplicity: 1.